1.
Here is one molecule with the formula C5H12NS in a non-equilibrium geometry from the OMol25 dataset. Energies are from wB97M-V/def2-TZVPD.

```
19
C5H12NS, DFT wB97M-V/def2-TZVPD
H -1.09691 0.17992 -2.74986
S -1.68414 -2.93751 -1.91700
C -1.47871 -1.69206 -0.53656
H 0.39634 -1.25357 -1.17637
H 0.24594 -0.88956 1.07191
C -0.40471 -0.59793 -0.74444
H 2.04165 0.38104 0.47441
H 0.24803 1.00235 -2.07170
C -0.64762 0.43550 -1.79307
H 0.36937 1.66605 2.51263
C 1.29840 1.25056 2.13991
N -0.06359 -0.05400 0.58248
H 1.34009 0.27788 2.67313
H 0.91524 1.79068 0.06720
H -1.21153 1.29129 -1.40423
H -1.15720 -2.29876 0.31809
C 1.05810 0.86462 0.66138
H 2.26091 1.74129 2.23583
H -2.42965 -1.15778 -0.34373
```

Results
Lowest unoccupied orbital energy (spin up / spin down) in eV: 1.02 / -1.96
2S+1: 2
Energy above the lowest of the compared OMol25 structures with the same formula, charge and spin in kcal/mol: 13.8
Expectation value of S²: 0.7528
HOMO (spin up / spin down) in eV: -9.2 / -9.0
F_max in eV Å⁻¹: 2.6

=====

2.
Here is a 3-piece molecular cluster, C4H15NO3 overall in a non-equilibrium geometry from the OMol25 dataset. Energies are from wB97M-V/def2-TZVPD.

```
23
C4H15NO3, DFT wB97M-V/def2-TZVPD
C -12.15791 -16.34405 -16.61489
H -12.33702 -16.27699 -13.97337
H -13.06764 -16.81636 -16.22439
H -10.46611 -17.48319 -14.87245
C -11.44596 -18.38112 -17.90161
O -15.27278 -19.33782 -16.91287
H -10.15220 -16.87551 -17.07552
H -12.32896 -18.95492 -17.59871
H -13.41901 -14.99130 -14.61747
N -10.84418 -18.14751 -15.54266
H -10.62062 -19.06320 -18.10336
H -12.40271 -15.87857 -17.57216
H -12.73310 -18.55253 -15.08800
H -15.61913 -18.44487 -16.84155
H -11.71468 -17.90210 -18.84478
O -13.44631 -19.15017 -14.79100
H -10.09153 -18.79238 -15.76269
C -12.38384 -15.31009 -14.47839
H -14.62671 -19.41091 -16.18739
H -11.86959 -14.57128 -13.86583
O -11.70894 -15.32895 -15.74025
H -13.00390 -19.74768 -14.18187
C -11.08893 -17.38771 -16.82298
```

Results
Lowest unoccupied orbital energy in eV: 0.75
Energy above the lowest of the compared OMol25 structures with the same formula, charge and spin in kcal/mol: 13.1
HOMO in eV: -10.0
F_max in eV Å⁻¹: 1.1

=====

3.
Here is a 3-piece molecular cluster, C25H52N3O7 overall in a non-equilibrium geometry from the OMol25 dataset. Energies are from wB97M-V/def2-TZVPD.

```
87
C25H52N3O7, DFT wB97M-V/def2-TZVPD
H -1.52359 0.80647 1.73663
H 1.00427 -4.83948 0.94427
H 6.03945 4.84180 0.07754
C -0.61419 3.79381 -0.51951
C -0.55332 3.69584 -2.15485
H -1.21355 3.97400 2.20081
H -1.42632 -5.17946 1.57642
C 1.50397 -1.07262 -1.67249
H -1.26416 -0.68884 5.90291
O -1.94609 -0.31131 8.02427
H -2.30542 1.47891 3.31515
H 0.85104 3.63106 -3.95633
H -5.10215 -2.12586 -3.86424
H 0.01227 2.92708 3.75483
H -6.12257 -2.25322 -2.21549
H 2.02531 1.17863 0.53890
C -3.14917 -4.43910 -2.10305
C 0.27341 -3.97905 0.63661
H -1.29799 4.51353 -2.59493
H 7.34820 2.35455 -1.17242
C 7.24752 3.43671 -1.04391
H 1.28914 4.94398 -2.67805
H 0.57566 -0.54335 -4.95711
H 5.01849 0.14655 -0.59973
C 0.94919 3.80641 -2.80350
H 0.27290 3.27191 0.04391
C -1.31982 -5.86967 -0.59784
C 1.17861 -0.36570 -3.94813
H 2.29362 -0.67970 -4.16890
C -2.76005 0.54137 5.92630
O -4.01678 -4.78110 -3.27904
C -2.00239 3.11849 0.12427
O 6.89691 3.98428 -2.31338
C 2.05703 2.78429 -2.07845
H 0.20418 -3.09269 1.40294
H -3.76036 -4.51236 -1.10074
C -1.96558 3.15090 1.78062
H -1.00197 2.64998 -2.50525
H 3.02982 2.84810 -2.74565
H -2.02968 -6.75853 -0.25686
H 0.41018 1.14604 -1.55016
H -2.11343 1.97070 -0.17233
O -1.86253 -0.31714 5.22507
H 0.80534 1.68288 2.45984
H -6.88783 -2.79109 -3.86922
C -3.13419 -0.08315 7.26502
C 0.60007 -3.35704 -0.88139
C 6.16288 3.75967 -0.02339
H 1.02244 -4.17426 -1.61569
C 4.14579 0.23805 0.20990
H -3.64568 0.70376 5.30538
H -2.97667 3.72450 -0.19010
C -1.51090 1.72667 2.46459
H -3.01785 3.42844 2.24526
C 2.73158 0.58692 -0.21865
H -3.80574 0.56348 7.83651
H -0.42351 -0.77566 -2.57551
H -2.09945 -3.85554 0.41586
H -0.64381 4.94110 -0.20529
O 4.91662 3.23304 -0.48125
N 1.52734 -2.12635 -0.79503
C -0.05394 1.84518 3.25648
O -6.19613 -5.21507 -2.32494
H 5.93167 3.85700 -2.40169
N 0.50744 -1.16111 -2.84769
C -5.87955 -2.76374 -3.26566
H 4.44695 -0.01633 1.31188
H -3.61437 -1.05452 7.11568
H 2.20024 3.21203 -0.99379
O 1.05376 1.05617 -3.59193
C -5.39700 -4.30225 -2.94157
C 1.41198 1.28071 -2.15427
H 6.39341 3.33323 0.95676
H 2.20343 -2.13643 -0.00073
H -2.24777 1.49703 6.07467
H -0.47466 -3.06953 -1.31414
H 4.97252 2.26331 -0.42755
H -2.05654 -6.36811 -2.76013
C -1.24557 -4.66685 0.51368
N 2.35071 0.17715 -1.62249
H -1.59770 0.55764 8.28871
H -0.22936 -6.32486 -0.73619
H -2.81283 -3.31002 -2.28155
H 0.03012 1.07874 4.15896
H -0.98031 -4.82161 -2.69135
H 8.21253 3.85122 -0.73865
C -1.82550 -5.41061 -2.08848
```

Results
Lowest unoccupied orbital energy in eV: -3.78
Charge: +1
HOMO in eV: -12.1
F_max in eV Å⁻¹: 9.4

=====

4.
Here is a 3-piece molecular cluster, C23H41N7O4P2S overall in a non-equilibrium geometry from the OMol25 dataset. Energies are from wB97M-V/def2-TZVPD.

```
78
C23H41N7O4P2S, DFT wB97M-V/def2-TZVPD
H 4.95975 -3.16605 -2.28812
C 7.02859 -0.18572 4.03367
H 8.79653 0.95875 2.27214
H -7.96670 -1.50945 -6.58721
H 3.36451 2.71938 2.93369
C -7.41459 0.57275 -1.08671
H 7.80103 -0.70790 4.60460
H 5.94984 3.08237 6.92526
H 4.37337 0.10249 1.55319
H -6.29135 -1.21780 -6.13153
H 4.40100 -1.73881 -0.29875
H 6.06352 0.56682 1.39668
C -6.86420 -2.52681 -1.85074
H -4.11160 -1.84623 -3.61240
H 9.16131 2.30355 3.36571
H -6.45885 0.99225 -0.74595
H 0.48755 0.35690 0.92315
N -1.61490 -0.70036 -0.35244
C 0.62229 -0.64896 0.54904
N -6.08467 -1.85575 -2.86578
C -9.10110 -0.70675 -4.38978
C 1.61475 -3.69832 -2.17539
N 5.05823 1.41860 3.03937
H -9.64234 -1.39769 -5.04123
H 6.09956 -0.27859 4.58545
H 7.26655 4.98154 4.20126
C -4.67119 -2.20071 -2.75158
C -0.34531 -1.28911 -0.10948
N -7.67945 -0.97391 -4.55894
H -7.51869 -0.43064 -0.68262
N -7.55672 0.57723 -2.53324
P -6.44872 -0.31406 -3.49819
C -7.71671 1.93662 -3.03091
H 3.17525 -4.40554 -3.43475
N 6.33718 3.21352 4.87557
H -9.39593 0.31467 -4.65974
H 6.85211 4.95590 5.90746
C -0.08604 -2.67968 -0.61786
H 6.91298 -0.69883 3.07122
C 1.31145 -2.87757 -1.10291
C 5.06650 0.93554 1.66586
O 6.08840 3.65327 2.46431
H -8.22464 1.15888 -0.64721
H 9.48586 0.65051 3.87768
H -8.57848 2.41172 -2.55818
C 3.94315 -3.08864 -1.92991
H -7.39027 0.15264 -6.35812
C 2.32395 -2.19955 -0.43018
H -9.42420 -0.90070 -3.37273
H -4.56764 -3.28748 -2.71877
H -7.93460 -2.35853 -1.98161
C 2.93760 -3.78930 -2.57866
N 7.44314 1.20564 3.91388
H 5.45669 1.67229 6.01702
H -6.82644 2.55106 -2.85086
O -0.91581 -3.55356 -0.59708
C 5.51539 2.76111 5.97411
O -5.14809 0.38603 -3.27059
C 8.78765 1.27676 3.32156
P 6.37649 2.47441 3.33772
S -1.58317 1.59714 -1.89396
H 3.64698 1.95392 4.51167
H -6.57636 -2.21304 -0.83955
H -6.71378 -3.60803 -1.91601
H -4.20775 -1.78248 -1.84873
C 3.71437 1.80727 3.43634
H 5.58288 5.20097 4.68850
H 4.49796 3.16902 5.91971
C 1.93129 -1.33260 0.72160
C -1.61538 0.31115 -1.03209
O 2.60500 -1.22314 1.72219
H 4.79870 1.72376 0.94983
C 6.51150 4.66020 4.91229
H -7.90321 1.92825 -4.11016
H 0.82556 -4.24050 -2.67562
H 3.02665 0.99333 3.19934
C -7.31885 -0.87474 -5.98219
C 3.64435 -2.29825 -0.83028
```

Results
Lowest unoccupied orbital energy in eV: -0.98
HOMO in eV: -8.2
F_max in eV Å⁻¹: 5.0